C12H28N4O4Tl | ωB97M-V with the def2-TZVPD basis set

Geometry as XYZ:
```
49
C12H28N4O4Tl (ωB97M-V with the def2-TZVPD basis set)
Tl -1.73171 -1.38507 0.18806
C -3.27300 2.28375 -3.04461
C -2.90919 0.81575 -3.08259
O -2.23626 0.27174 -2.18583
N -3.42401 0.19643 -4.10835
C -3.12407 -1.20745 -4.45617
H -3.83293 2.46279 -2.12672
H -3.91923 2.60173 -3.86277
H -2.33607 2.83756 -2.98493
H -4.17886 0.59794 -4.64602
H -2.44489 -1.07282 -5.29800
H -3.98308 -1.72173 -4.88711
H -2.74439 -1.80863 -3.63001
C -0.78569 -0.44128 4.83703
C 0.03233 -0.01959 3.60971
O -0.31565 -0.45662 2.52447
N 1.18992 0.62095 3.78240
C 2.06267 1.04101 2.71948
H -0.71954 -1.51414 5.01788
H -1.82524 -0.12318 4.75802
H -0.27723 -0.02278 5.70561
H 1.47143 0.55491 4.75013
H 3.12425 1.09844 2.96002
H 1.80825 2.04095 2.36806
H 1.98757 0.34364 1.88514
C 3.18508 -2.29842 1.62038
C 2.13864 -2.98031 0.70142
O 0.98438 -2.55383 0.60242
N 2.48183 -4.10298 0.09405
C 1.70920 -5.02857 -0.72529
H 2.73142 -2.23756 2.60961
H 3.48751 -1.29308 1.32723
H 4.08808 -2.90360 1.54004
H 3.44161 -4.41165 0.15429
H 0.65035 -4.81609 -0.57769
H 1.73544 -5.99774 -0.22717
H 1.94329 -5.23866 -1.76892
C 1.77668 2.42604 -0.56553
C 0.32620 1.99531 -0.37045
O 0.07574 0.85635 -0.13531
N -0.65646 2.75769 -0.54045
C -0.58522 4.16998 -0.64999
H 2.11212 2.70329 0.43383
H 2.03104 3.27988 -1.19350
H 2.29080 1.51680 -0.87710
H -1.57034 2.41772 -0.27713
H -1.62740 4.48878 -0.66785
H -0.15510 4.60421 -1.55250
H -0.21044 4.65221 0.25283
```

Output
- Net charge: +3
- Multiplicity: 1
- ΔE to the lowest compared entry with this formula, charge and spin: 154.65 kJ/mol
- Kohn-Sham gap: 2.638 eV

C4H9FN2 | ωB97M-V with the def2-TZVPD basis set

Geometry as XYZ:
```
16
C4H9FN2 (ωB97M-V with the def2-TZVPD basis set)
C -2.43727 -0.81825 -0.04693
N -1.70623 0.20141 0.09105
N -0.75356 0.43610 -0.85863
C 0.34343 1.24888 -0.46259
C 1.09028 0.61905 0.69283
C 1.40406 -0.79480 0.38945
F 2.06749 -0.81033 -0.83300
H -3.21455 -0.97053 0.70709
H -2.26612 -1.62378 -0.74790
H -0.48765 -0.44632 -1.36980
H 0.97480 1.45774 -1.39110
H -0.07718 2.21995 -0.15710
H 2.01659 1.17574 0.92661
H 0.50221 0.71386 1.59685
H 2.07686 -1.23036 1.14571
H 0.46682 -1.37838 0.31745
```

Output
- SMILES string: C=NNCCCF
- Net charge: 0
- Multiplicity: 1
- ΔE to the lowest compared entry with this formula, charge and spin: 172.04 kJ/mol
- Kohn-Sham gap: 9.852 eV

C38H35ClGaN2Si2 | ωB97M-V with the def2-TZVPD basis set

Geometry as XYZ:
```
79
C38H35ClGaN2Si2 (ωB97M-V with the def2-TZVPD basis set)
C -2.02282 -0.68174 1.01636
C -2.38388 -0.15249 -0.27413
C -1.99374 -1.09470 -1.28242
H -3.01826 0.70930 -0.46176
C -1.40554 -2.21547 -0.59203
C -1.37374 -1.92018 0.81410
H -1.07603 -2.61721 1.61991
H -2.29920 -0.25788 1.98643
H -2.32708 -1.06676 -2.32851
H -1.30896 -3.21462 -1.03991
Ga 0.10949 -0.05208 -0.78919
Si -0.64651 -0.12907 -6.94094
C -0.23123 1.46464 -7.93100
C 1.04430 1.51912 -8.54450
H 1.79686 0.73966 -8.29876
C 1.35763 2.57838 -9.42436
H 2.31321 2.57947 -9.96703
C 0.44495 3.63145 -9.62233
H 0.67916 4.43156 -10.35162
C -0.75404 3.64271 -8.86936
H -1.43478 4.49308 -8.96252
C -1.11934 2.56228 -8.04013
H -2.06966 2.55873 -7.47761
C 0.13244 -1.42746 -8.04493
C -0.08636 -1.37583 -9.44359
H -0.63412 -0.55102 -9.91837
C 0.41333 -2.40917 -10.24398
H 0.17288 -2.44340 -11.30439
C 1.20983 -3.42833 -9.70074
H 1.49016 -4.30144 -10.30163
C 1.62024 -3.35028 -8.36217
H 2.33624 -4.06999 -7.96154
C 1.06731 -2.37008 -7.53303
H 1.38152 -2.31386 -6.48668
H -2.09089 -0.03090 -6.87165
Si 2.19232 0.79007 -5.40867
C 1.38665 -0.74888 -4.61322
C 0.00486 -1.07912 -4.52398
H -0.83099 -0.40782 -4.82064
C -0.45206 -2.25207 -3.88726
H -1.52163 -2.42909 -3.77117
C 0.43952 -3.20723 -3.40299
H 0.08012 -4.15602 -2.97956
C 1.80501 -2.86705 -3.44860
H 2.54216 -3.59182 -3.11097
C 2.25197 -1.63127 -3.93568
H 3.29129 -1.34439 -3.80080
C 0.91025 2.10298 -4.94491
C -0.27604 1.97050 -4.18246
H -0.57306 1.06219 -3.66464
C -1.15863 3.02441 -4.00411
H -1.97481 2.93788 -3.29225
C -0.99394 4.21348 -4.69384
H -1.69723 5.04303 -4.57292
C 0.12726 4.33279 -5.50671
H 0.22884 5.23111 -6.09844
C 1.11932 3.34994 -5.55547
H 2.02057 3.51218 -6.15130
H 3.46109 1.16191 -4.82502
Cl 1.44514 1.07254 -2.02367
N 1.84210 -1.25604 0.12126
C 2.35912 -0.60171 1.32160
C 3.40312 -1.13152 2.07364
C 3.73302 -0.56083 3.32454
C 3.17257 0.65983 3.72166
C 2.16084 1.25446 2.92710
C 1.50089 2.44068 3.28083
C 0.48640 2.91877 2.46753
C 0.15076 2.26982 1.27007
N 0.65616 1.05429 0.99585
C 1.71730 0.57845 1.74757
H 2.55076 -1.29653 -0.62835
H 1.54066 -2.21812 0.30402
H 3.92517 -2.03177 1.71746
H 4.38628 -1.06517 4.03259
H 3.47109 1.15340 4.66087
H 1.79637 2.97094 4.18673
H -0.07440 3.79509 2.74674
H -0.53405 2.72388 0.55042
```

Output
- Net charge: +1
- Multiplicity: 1
- ΔE to the lowest compared entry with this formula, charge and spin: 545.05 kJ/mol
- Kohn-Sham gap (alpha / beta): 4.169 / 5.437 eV

Going through the records in order, we get energy values of -31710.243 -9989.981 -123598.524 eV.
Going through the records in order, we get max |F| values of 6.11 2.55 3.22 eV/A.
Going through the records in order, we get molecular weight values of 496.76 104.13 681.06 g mol⁻¹.